No. 1
Entry from the OMol25 dataset: an isolated molecule of C20H18N2O4 (ωB97M-V/def2-TZVPD).

Geometry as XYZ:
```
44
Properties=species:S:1:pos:R:3
C -4.515 -0.454 -0.956
O -3.735 0.588 -0.418
C -2.449 0.705 -0.781
C -1.788 -0.168 -1.647
C -0.448 -0.004 -1.924
C 0.297 1.015 -1.327
C 1.716 1.110 -1.600
C 2.665 1.564 -0.761
C 4.005 1.637 -1.199
N 5.096 1.675 -1.553
C 2.456 2.066 0.641
O 2.763 3.191 0.971
N 1.944 1.179 1.536
C 1.357 -0.081 1.287
C 0.023 -0.256 1.646
C -0.631 -1.439 1.373
C 0.036 -2.479 0.739
C -0.671 -3.750 0.381
C 1.383 -2.317 0.450
C 2.071 -1.142 0.728
C 3.546 -1.079 0.472
C -0.366 1.908 -0.488
C -1.717 1.771 -0.217
C -2.386 2.757 0.666
O -3.536 3.098 0.611
O -1.532 3.265 1.575
H -4.591 -0.378 -2.045
H -5.504 -0.331 -0.518
H -4.115 -1.436 -0.684
H -2.321 -0.982 -2.110
H 0.043 -0.696 -2.593
H 2.032 0.752 -2.573
H 1.702 1.607 2.422
H -0.499 0.555 2.131
H -1.669 -1.551 1.652
H -1.597 -3.852 0.941
H -0.912 -3.754 -0.683
H -0.042 -4.614 0.582
H 1.928 -3.137 0.003
H 4.019 -1.985 0.848
H 4.000 -0.224 0.966
H 3.761 -1.015 -0.594
H 0.165 2.745 -0.061
H -1.984 3.937 2.109
```

Calculated values
Kohn-Sham gap (hartree): 0.3115
E_LUMO (eV): -0.33
Energy relative to the best compared isomer or geometry (same formula, charge and spin) (eV): 1.341
HOMO (eV): -8.8
SMILES string: COc1ccc(/C=C(/C#N)C(=O)Nc2ccc(C)cc2C)cc1C(=O)O

No. 2
Entry from the OMol25 dataset: a structure of composition C20H18N3O4PtS2 in a non-equilibrium geometry (ωB97M-V/def2-TZVPD).

Geometry as XYZ:
```
48
Properties=species:S:1:pos:R:3
Pt -0.352 -0.242 0.529
O -2.377 -0.182 1.499
N -2.768 1.051 1.688
C -4.077 1.362 1.482
C -4.560 2.609 1.745
C -3.707 3.603 2.248
C -2.368 3.286 2.437
C -1.891 2.023 2.131
S -0.227 1.613 2.304
H -4.676 0.547 1.110
H -5.600 2.825 1.561
H -4.075 4.593 2.460
H -1.667 4.020 2.803
O -1.960 3.038 -1.962
C -1.246 2.061 -1.777
O -1.141 1.540 -0.622
C -0.463 1.516 -2.957
C -0.516 2.299 -4.109
C 0.165 1.959 -5.262
C 0.944 0.808 -5.276
C 0.998 0.009 -4.156
C 0.289 0.332 -2.988
S 0.405 -0.873 -1.738
H -1.121 3.191 -4.065
H 0.094 2.580 -6.143
H 1.500 0.535 -6.160
H 1.590 -0.894 -4.158
C -0.011 -4.548 -0.403
C -0.040 -3.441 0.622
O -0.886 -2.553 0.571
N 0.876 -3.530 1.606
C 1.075 -2.478 2.592
C 2.143 -1.527 2.141
C 3.438 -1.606 2.598
C 4.404 -0.712 2.142
C 4.009 0.243 1.185
C 2.719 0.247 0.736
N 1.779 -0.614 1.192
H -0.917 -4.494 -1.001
H 0.056 -5.521 0.078
H 0.847 -4.413 -1.060
H 1.637 -4.185 1.500
H 1.347 -2.945 3.540
H 0.122 -1.946 2.704
H 3.695 -2.360 3.329
H 5.414 -0.740 2.515
H 4.715 0.962 0.802
H 2.385 0.951 -0.014
```

Calculated values
Kohn-Sham gap (spin up / spin down) (hartree): 0.2163 / 0.2322
E_LUMO (spin up / spin down) (eV): -1.37 / -1.01
Energy relative to the best compared isomer or geometry (same formula, charge and spin) (eV): 1.896
Multiplicity: 2
HOMO (spin up / spin down) (eV): -7.3 / -7.3

No. 3
Entry from the OMol25 dataset: a structure of composition C20H18N3O5RuS3 (ωB97M-V/def2-TZVPD).

Geometry as XYZ:
```
50
Properties=species:S:1:pos:R:3
Ru -1.121 1.022 0.395
O 2.457 3.373 -1.843
C 1.501 3.149 -0.950
O 0.400 3.628 -0.992
C 1.987 2.263 0.174
C 3.344 2.168 0.479
C 3.724 1.494 1.624
C 2.736 0.974 2.451
C 1.415 1.093 2.059
N 1.047 1.689 0.918
C 0.248 0.670 2.897
O 0.399 0.149 4.083
O -0.888 0.870 2.482
H 2.121 3.991 -2.515
H 4.072 2.642 -0.162
H 4.768 1.404 1.890
H 3.019 0.483 3.373
H 1.321 0.058 4.362
S -3.042 -0.241 0.666
C -1.833 -1.466 0.690
N -0.654 -0.954 0.407
C 0.360 -1.902 0.434
C 1.707 -1.702 0.140
C 2.556 -2.791 0.199
C 2.081 -4.060 0.544
C 0.743 -4.269 0.827
C -0.115 -3.176 0.766
S -1.843 -3.144 1.048
H 2.067 -0.721 -0.149
H 3.605 -2.664 -0.033
H 2.768 -4.894 0.583
H 0.378 -5.253 1.086
C -2.043 3.705 1.733
O -1.748 3.045 0.481
H -2.478 4.678 1.520
H -1.138 3.811 2.331
H -2.765 3.082 2.253
H -1.138 3.584 -0.047
S -1.268 1.259 -1.849
C -1.906 -0.256 -2.481
N -3.213 -0.268 -2.814
C -3.851 -1.326 -3.347
C -3.157 -2.484 -3.581
C -1.800 -2.519 -3.261
C -1.175 -1.410 -2.719
H -3.738 0.582 -2.633
H -4.900 -1.195 -3.568
H -3.662 -3.335 -4.011
H -1.227 -3.418 -3.450
H -0.120 -1.418 -2.488
```

Calculated values
Kohn-Sham gap (spin up / spin down) (hartree): 0.2596 / 0.2564
Charge: +2
E_LUMO (spin up / spin down) (eV): -6.74 / -6.88
Energy relative to the best compared isomer or geometry (same formula, charge and spin) (eV): 0.106
Multiplicity: 2
HOMO (spin up / spin down) (eV): -13.8 / -13.9

No. 4
Entry from the OMol25 dataset: a structure of composition C20H18N4O3S2 in a non-equilibrium geometry (ωB97M-V/def2-TZVPD).

Geometry as XYZ:
```
47
Properties=species:S:1:pos:R:3
C 2.641 1.373 1.411
H 1.592 1.652 1.354
H 2.926 1.207 2.446
H 3.275 2.137 0.970
S 2.940 -0.218 0.595
C 2.572 0.082 -1.121
C 1.977 1.278 -1.509
C 1.738 1.566 -2.839
C 2.095 0.655 -3.816
C 2.648 -0.552 -3.441
C 2.881 -0.869 -2.104
O 3.438 -2.115 -1.939
C 3.232 -2.886 -0.783
C 1.818 -2.894 -0.307
C 0.657 -2.424 -0.852
C -0.298 -2.606 0.182
N 0.263 -3.173 1.222
O 1.569 -3.360 0.926
C -1.680 -2.078 0.043
O -2.178 -1.996 -1.068
N -2.301 -1.591 1.143
C -1.854 -1.704 2.509
H -0.979 -2.345 2.564
H -2.653 -2.145 3.110
H -1.618 -0.717 2.914
C -3.419 -0.699 0.930
C -3.001 0.753 0.962
C -1.699 1.120 0.737
C -1.371 2.483 0.770
N -0.167 3.035 0.597
S -0.315 4.635 0.723
N -1.891 4.710 1.009
C -2.386 3.472 1.016
C -3.715 3.070 1.233
C -3.994 1.734 1.208
H -5.008 1.399 1.375
H -4.475 3.812 1.415
H -0.927 0.397 0.527
H -4.186 -0.888 1.687
H -3.835 -0.926 -0.058
H 0.478 -1.995 -1.814
H 3.537 -3.899 -1.073
H 3.876 -2.563 0.048
H 2.915 -1.297 -4.175
H 1.927 0.871 -4.860
H 1.274 2.504 -3.102
H 1.682 2.000 -0.767
```

Calculated values
Kohn-Sham gap (hartree): 0.2661
E_LUMO (eV): -0.80
Energy relative to the best compared isomer or geometry (same formula, charge and spin) (eV): 3.946
HOMO (eV): -8.0

No. 5
Entry from the OMol25 dataset: an isolated molecule of C20H18Si in a non-equilibrium geometry (ωB97M-V/def2-TZVPD).

Geometry as XYZ:
```
39
Properties=species:S:1:pos:R:3
C 0.687 -3.024 1.841
C 0.429 -2.564 0.617
Si 0.062 -0.772 0.137
C -1.742 -0.582 -0.411
C -2.266 -0.918 -1.644
C -3.582 -0.715 -1.908
C -4.491 -0.305 -0.938
C -3.968 -0.025 0.356
C -2.624 -0.240 0.596
C 0.527 0.442 1.434
C 1.711 0.260 2.134
C 2.158 1.094 3.093
C 1.447 2.297 3.295
C 0.285 2.506 2.552
C -0.235 1.582 1.703
C 0.931 -0.225 -1.364
C 1.003 1.164 -1.662
C 1.924 1.739 -2.460
C 2.692 0.836 -3.232
C 2.662 -0.533 -2.992
C 1.771 -1.082 -2.051
H 0.621 -2.400 2.663
H 1.097 -3.999 2.006
H 0.561 -3.260 -0.226
H -1.519 -1.386 -2.350
H -3.914 -0.914 -2.950
H -5.555 -0.005 -1.140
H -4.653 0.173 1.127
H -2.317 -0.123 1.594
H 2.191 -0.643 2.022
H 3.120 0.960 3.537
H 1.868 3.079 3.842
H -0.424 3.416 2.726
H -1.284 1.650 1.287
H 0.158 1.789 -1.371
H 1.894 2.801 -2.684
H 3.462 1.214 -3.904
H 3.435 -1.141 -3.486
H 1.880 -2.143 -1.790
```

Calculated values
Kohn-Sham gap (hartree): 0.3532
E_LUMO (eV): 0.82
Energy relative to the best compared isomer or geometry (same formula, charge and spin) (eV): 0.000
HOMO (eV): -8.8
SMILES string: C=C[Si](c1ccccc1)(c1ccccc1)c1ccccc1

No. 6
Entry from the OMol25 dataset: a structure of composition C20H19AsInNO2Se4 (ωB97M-V/def2-TZVPD).

Geometry as XYZ:
```
48
Properties=species:S:1:pos:R:3
In -1.782 -2.285 -0.734
Se -1.626 -4.853 -1.253
Se -1.920 -5.565 0.902
Se 0.066 -4.808 2.018
Se 1.364 -3.834 0.536
N -3.237 -1.496 -2.520
C -2.470 -0.423 -3.177
C -0.966 -0.746 -3.229
O -0.274 -0.164 -4.040
O -0.544 -1.614 -2.359
H -3.344 -2.291 -3.142
H -4.167 -1.191 -2.257
H -2.572 0.487 -2.582
H -2.811 -0.211 -4.189
C 0.492 0.560 5.067
C 0.114 1.553 4.174
C -0.001 1.265 2.821
C 0.261 -0.020 2.356
C 0.640 -1.013 3.255
C 0.757 -0.721 4.606
As 0.159 -0.475 0.471
C 1.975 -0.143 -0.134
C 2.383 -0.663 -1.358
C 3.673 -0.419 -1.810
C 4.554 0.330 -1.043
C 4.145 0.843 0.181
C 2.856 0.608 0.637
C -0.793 1.055 -0.267
C -0.255 1.828 -1.288
C -1.015 2.836 -1.870
C -2.307 3.080 -1.430
C -2.851 2.307 -0.410
C -2.100 1.289 0.160
H 0.581 0.787 6.122
H -0.087 2.555 4.529
H -0.288 2.048 2.130
H 0.854 -2.013 2.898
H 1.056 -1.497 5.299
H 1.689 -1.231 -1.966
H 3.986 -0.816 -2.767
H 5.559 0.515 -1.397
H 4.829 1.427 0.782
H 2.545 1.009 1.594
H 0.748 1.638 -1.648
H -0.594 3.423 -2.675
H -2.894 3.869 -1.883
H -3.858 2.495 -0.061
H -2.530 0.687 0.954
```

Calculated values
Kohn-Sham gap (spin up / spin down) (hartree): 0.1926 / 0.2265
E_LUMO (spin up / spin down) (eV): -1.75 / -1.45
Energy relative to the best compared isomer or geometry (same formula, charge and spin) (eV): 1.749
HOMO (spin up / spin down) (eV): -7.0 / -7.6

No. 7
Entry from the OMol25 dataset: a cluster of 3 separate species, C20H19BF16O2 in total in a non-equilibrium geometry (ωB97M-V/def2-TZVPD).

Geometry as XYZ:
```
58
Properties=species:S:1:pos:R:3
F 2.407 -5.952 1.234
C 3.056 -6.037 0.058
F 3.776 -4.890 -0.062
C 2.109 -6.196 -1.131
F 1.322 -5.102 -1.282
F 2.872 -6.264 -2.264
C 1.220 -7.455 -1.114
O -0.121 -7.295 -0.632
C -0.307 -7.356 0.772
F 0.821 -7.812 1.353
F -1.244 -8.312 0.979
C -0.793 -6.028 1.364
F 0.063 -5.016 1.103
F -0.899 -6.109 2.714
H 3.766 -6.867 0.111
H 1.090 -7.749 -2.160
H 1.719 -8.311 -0.650
H -1.769 -5.755 0.956
F -0.140 8.245 -2.918
C 0.521 8.316 -4.089
F -0.251 9.070 -4.915
C 0.777 6.942 -4.708
F -0.385 6.327 -5.037
F 1.443 7.135 -5.887
C 1.634 5.977 -3.863
O 0.931 5.003 -3.079
C 0.463 5.423 -1.810
F 1.013 6.614 -1.503
F 0.972 4.537 -0.918
C -1.068 5.425 -1.711
F -1.631 6.222 -2.644
F -1.472 5.890 -0.503
H 1.458 8.856 -3.927
H 2.206 5.377 -4.577
H 2.394 6.501 -3.275
H -1.465 4.416 -1.845
C -4.287 -3.612 1.370
C -3.612 -3.057 2.370
B -2.512 -2.767 3.559
C -1.010 -2.249 3.179
C -0.887 -0.665 2.941
C -1.863 0.437 3.479
C -1.645 1.997 3.209
C -0.404 2.435 2.343
C -0.095 3.999 2.043
C 0.589 1.373 1.748
C 0.338 -0.143 2.057
H -4.627 -3.887 0.297
H -2.831 -2.984 4.689
H -0.283 -2.562 4.037
H -0.577 -2.756 2.221
H -2.795 0.132 4.099
H -2.363 2.793 3.626
H -1.121 4.542 2.106
H 0.656 4.450 2.803
H 0.290 4.047 0.957
H 1.493 1.646 1.097
H 1.057 -0.942 1.628
```

Calculated values
Kohn-Sham gap (hartree): 0.2879
E_LUMO (eV): -0.41
Energy relative to the best compared isomer or geometry (same formula, charge and spin) (eV): 0.000
HOMO (eV): -8.2
SMILES string: FC(F)C(F)(F)COC(F)(F)C(F)F.FC(F)C(F)(F)COC(F)(F)C(F)F.C#CBCc1ccc(C)cc1

No. 8
Entry from the OMol25 dataset: an isolated molecule of C20H19BrN2O4 in a non-equilibrium geometry (ωB97M-V/def2-TZVPD).

Geometry as XYZ:
```
46
Properties=species:S:1:pos:R:3
O 1.778 -2.592 1.652
C 1.323 -1.529 1.294
N 2.056 -0.482 0.830
C 3.445 -0.368 0.688
C 4.316 -1.408 0.988
C 5.692 -1.262 0.836
C 6.159 -0.055 0.380
C 5.286 0.992 0.078
C 3.929 0.864 0.222
O 6.001 2.075 -0.353
C 7.358 1.682 -0.312
O 7.448 0.351 0.145
C -0.184 -1.265 1.298
C -0.589 0.084 1.927
C -1.058 1.092 0.883
N -2.185 0.561 0.141
C -3.181 1.401 -0.221
O -3.149 2.594 0.013
C -4.344 0.771 -0.928
C -4.585 1.078 -2.262
C -5.690 0.559 -2.912
C -6.562 -0.256 -2.210
Br -8.086 -0.977 -3.097
C -6.352 -0.554 -0.874
C -5.238 -0.038 -0.237
C -2.158 -0.852 -0.188
C -0.725 -1.372 -0.136
H 1.549 0.352 0.572
H 3.915 -2.341 1.345
H 6.366 -2.068 1.070
H 3.267 1.682 -0.014
H 7.912 2.346 0.371
H 7.793 1.757 -1.322
H -0.617 -2.079 1.886
H -1.410 -0.082 2.627
H 0.238 0.509 2.499
H -0.252 1.362 0.188
H -1.398 2.015 1.360
H -3.905 1.728 -2.791
H -5.876 0.790 -3.949
H -7.051 -1.178 -0.340
H -5.075 -0.253 0.809
H -2.577 -0.997 -1.189
H -2.772 -1.422 0.521
H -0.706 -2.413 -0.457
H -0.106 -0.801 -0.830
```

Calculated values
Kohn-Sham gap (hartree): 0.3076
E_LUMO (eV): 0.45
Energy relative to the best compared isomer or geometry (same formula, charge and spin) (eV): 0.403
HOMO (eV): -7.9
SMILES string: O=C(Nc1ccc2c(c1)OCO2)C1CCN(C(=O)c2ccc(Br)cc2)CC1

No. 9
Entry from the OMol25 dataset: an isolated molecule of C20H19F in a non-equilibrium geometry (ωB97M-V/def2-TZVPD).

Geometry as XYZ:
```
40
Properties=species:S:1:pos:R:3
C 1.963 -1.031 1.158
C 0.789 -1.004 0.444
C 0.295 -2.277 -0.033
C 0.318 -3.457 0.757
C -0.202 -4.659 0.347
C -0.846 -4.681 -0.898
C -0.843 -3.568 -1.758
C -0.325 -2.335 -1.294
C -0.392 -1.108 -2.184
C 0.818 -1.178 -3.066
C -0.348 0.197 -1.379
C -0.862 1.372 -1.937
F -1.417 1.469 -3.161
C -0.933 2.525 -1.201
C -0.475 2.569 0.092
C 0.029 1.420 0.730
C 0.162 0.247 -0.055
C 0.501 1.539 2.192
C -0.229 2.675 2.965
C -0.046 3.981 2.183
C -0.728 3.856 0.845
H 2.479 -0.097 1.394
H 2.450 -1.966 1.421
H 0.807 -3.370 1.727
H -0.233 -5.533 0.996
H -1.250 -5.589 -1.260
H -1.258 -3.667 -2.749
H -1.335 -1.167 -2.771
H 0.906 -2.146 -3.533
H 1.739 -1.024 -2.431
H 0.778 -0.435 -3.871
H -1.449 3.379 -1.630
H 0.300 0.600 2.712
H 1.581 1.692 2.255
H 0.221 2.738 3.971
H -1.291 2.409 3.019
H -0.411 4.817 2.793
H 1.007 4.160 2.042
H -1.805 3.950 0.962
H -0.462 4.697 0.202
```

Calculated values
Kohn-Sham gap (hartree): 0.3216
E_LUMO (eV): 0.51
HOMO (eV): -8.2
SMILES string: C=C1c2ccccc2[C@H](C)c2c(F)cc3c(c21)CCCC3

No. 10
Entry from the OMol25 dataset: an isolated molecule of C20H19F2N3O5 (ωB97M-V/def2-TZVPD).

Geometry as XYZ:
```
49
Properties=species:S:1:pos:R:3
C 0.531 -5.157 -1.348
C 0.330 -4.367 -2.643
C 1.355 -4.717 -3.722
C 2.697 -4.070 -3.399
O 2.536 -2.668 -3.279
C 1.668 -2.296 -2.251
C 1.513 -0.780 -2.382
N 0.499 -0.277 -1.495
C 0.625 0.905 -0.880
C -0.377 1.497 -0.167
C -0.040 2.806 0.475
O 1.102 3.242 0.466
N -1.085 3.451 1.017
C -0.937 4.708 1.714
C -0.871 4.486 3.204
C 0.336 4.202 3.832
C 0.397 3.950 5.190
C -0.774 3.977 5.926
F -0.726 3.735 7.251
C -1.999 4.248 5.345
C -2.021 4.496 3.985
F -3.207 4.771 3.408
C -1.678 0.878 -0.065
O -2.650 1.353 0.519
C -1.771 -0.434 -0.746
O -2.941 -1.044 -0.651
C -0.693 -0.970 -1.420
C -0.778 -2.328 -1.975
O -1.853 -2.929 -2.021
N 0.370 -2.928 -2.379
H 0.429 -6.220 -1.551
H 1.512 -4.979 -0.914
H -0.228 -4.871 -0.624
H -0.680 -4.572 -3.014
H 1.460 -5.799 -3.792
H 1.011 -4.334 -4.684
H 3.412 -4.208 -4.211
H 3.124 -4.479 -2.474
H 2.109 -2.564 -1.267
H 2.470 -0.301 -2.169
H 1.246 -0.573 -3.426
H 1.577 1.411 -0.959
H -1.979 2.960 1.048
H -1.784 5.351 1.462
H -0.005 5.163 1.367
H 1.235 4.177 3.236
H 1.332 3.735 5.681
H -2.905 4.264 5.927
H -2.897 -1.901 -1.146
```

Calculated values
Kohn-Sham gap (hartree): 0.3130
E_LUMO (eV): -0.06
Energy relative to the best compared isomer or geometry (same formula, charge and spin) (eV): 0.011
HOMO (eV): -8.6
SMILES string: C[C@@H]1CCO[C@H]2Cn3cc(C(=O)NCc4ccc(F)cc4F)c(=O)c(O)c3C(=O)N12